C19H17Cl5IrNO2S | ωB97M-V/def2-TZVPD

XYZ file:
```
46
Properties=species:S:1:pos:R:3:forces:R:3:mulliken_charge:R:1
Ir 0.7952 -1.4173 0.4251 -0.33 -0.22 -0.50 1.5592
Cl 0.3579 -1.3435 2.9282 0.91 1.10 -0.17 -0.4642
C -0.7136 -2.9580 1.8117 -1.71 -2.21 -0.37 -0.2992
C -0.5251 -3.0506 0.4488 0.65 1.23 1.18 -0.1338
C -1.1759 -4.0323 -0.2785 0.28 0.19 -0.43 0.5643
Cl -0.9117 -4.1262 -1.9894 -0.06 -0.09 0.05 -0.1739
C -2.0204 -4.9228 0.3754 0.05 0.03 -0.15 0.1452
Cl -2.8337 -6.1485 -0.5277 -0.01 0.00 0.04 -0.2044
C -2.2051 -4.8212 1.7596 -0.10 -0.10 0.08 0.2796
Cl -3.2603 -5.9381 2.5601 0.04 0.05 -0.04 -0.1992
C -1.5438 -3.8301 2.4762 0.00 0.04 0.14 -0.1348
Cl -1.7734 -3.7010 4.2021 0.02 0.00 -0.10 -0.2111
C 2.7424 1.3797 1.7281 0.09 -0.03 -0.04 -1.2572
C 1.8103 2.5059 1.3399 -0.41 -0.01 0.30 0.6062
C 0.7745 2.7978 2.4292 -0.05 -0.09 0.12 -1.5413
C 1.1329 2.3975 -0.0261 0.06 -0.40 0.16 0.7493
C 1.4835 3.4580 -0.8597 -0.07 -0.09 -0.28 -0.9916
C 0.9505 3.6359 -2.1198 0.08 0.16 0.07 -1.0496
C -0.0053 2.7449 -2.5470 -0.01 0.04 -0.03 -0.8970
C -0.4098 1.6725 -1.7643 -0.24 -0.66 -0.27 1.0508
C -1.6118 0.9113 -2.3501 -0.23 0.11 0.41 0.5832
C -2.8552 1.2089 -1.5048 -0.16 0.09 0.02 -1.5347
C -1.5328 -0.5830 -2.6193 0.14 -0.13 0.10 -1.4719
C 0.1791 1.4197 -0.4882 -0.25 0.69 -0.68 0.5932
O -0.3012 0.3554 0.2089 1.17 0.64 0.36 -1.0190
H 3.3317 1.6584 2.6057 -0.06 0.02 0.01 0.4590
H 3.4362 1.1655 0.9173 0.06 -0.12 -0.03 0.3397
H 2.1975 0.4840 1.9777 -0.07 -0.29 0.12 -0.0452
H 2.4643 3.3799 1.2875 -0.20 0.13 -0.16 0.3695
H 0.1204 1.9400 2.5993 0.03 -0.04 -0.06 0.2451
H 0.1504 3.6515 2.1565 0.01 -0.01 -0.02 0.3809
H 1.2719 3.0319 3.3744 0.01 -0.03 0.00 0.4048
H 2.2024 4.1812 -0.4961 0.03 -0.03 0.04 0.2859
H 1.2457 4.4760 -2.7364 0.03 -0.02 0.00 0.3619
H -0.4807 2.9023 -3.5082 -0.01 -0.07 -0.01 0.2959
H -1.7849 1.3515 -3.3362 0.06 0.19 0.08 0.4821
H -2.7877 0.7397 -0.5219 0.09 -0.01 -0.02 0.2632
H -3.7532 0.8275 -1.9987 0.01 -0.02 0.00 0.4185
H -2.9834 2.2837 -1.3589 0.01 -0.01 0.01 0.3725
H -1.5586 -1.1716 -1.7064 0.09 -0.03 0.12 0.0934
H -0.6378 -0.8452 -3.1749 0.16 -0.09 -0.02 0.3269
H -2.3984 -0.8805 -3.2196 0.01 0.04 0.03 0.5075
O 1.1178 -1.4912 -1.2897 -0.07 0.00 -0.33 -0.4798
S 5.5342 -1.9453 1.1596 0.02 0.00 0.00 -0.4332
C 3.9565 -1.7538 0.9146 -0.03 0.00 -0.02 0.4026
N 2.8086 -1.6004 0.7359 -0.07 0.04 0.28 -0.5995
```
Forces are in eV/Å.

- ΔE to the lowest compared entry with this formula, charge and spin: 0.0 kcal per mole
- Total charge: -1
- HOMO level (alpha / beta): -4.260 / -5.678 eV
- Max |F|: 2.8 eV/Å
- 2S+1: 6

C19H17FN2O3 | ωB97M-V/def2-TZVPD

XYZ file:
```
42
Properties=species:S:1:pos:R:3:forces:R:3:mulliken_charge:R:1
C 1.8795 -2.3704 -3.2944 0.82 1.55 -0.83 -1.1732
C 1.1491 -1.8662 -2.0590 0.02 1.60 -1.39 0.8838
O 0.7559 -2.9489 -1.3422 1.47 -0.28 -1.39 -0.3078
C 0.0776 -2.7877 -0.2754 -4.17 -0.12 5.05 0.4042
O -0.1500 -3.6912 0.5251 0.63 1.57 -1.66 -0.6046
N -0.5863 -1.4873 -0.0813 -0.30 -3.60 1.57 0.1845
C -1.6998 -1.4058 0.9086 -1.81 1.33 0.36 -1.5025
C -1.2681 -1.2291 2.3515 2.20 -0.48 3.30 0.9629
N -1.9316 -2.2346 3.2599 -0.74 2.32 -1.93 -0.7675
C -1.4230 0.1969 3.1049 -2.03 -1.72 -0.77 0.2062
C -0.4835 1.1984 2.8947 -0.58 0.07 -0.25 -0.3044
C -0.7068 2.4167 3.4763 0.71 3.21 2.17 -0.5111
C -1.7842 2.7504 4.3472 0.19 -1.05 -1.69 -0.6397
C -2.7655 1.7757 4.4409 -1.05 -2.06 0.75 -0.3285
C -2.6082 0.4557 3.8910 2.52 2.34 -1.29 -0.5006
C -0.0906 -0.3969 -0.6247 -2.71 5.88 -1.28 0.7732
O -0.6290 0.7379 -0.4169 1.78 -2.45 0.05 -0.6971
C 0.7775 -0.5759 -1.7462 2.47 -3.15 -1.64 -0.1789
C 1.3794 0.4463 -2.6502 -1.74 0.17 0.87 -0.5107
C 0.6475 1.1467 -3.5729 -0.07 1.51 -2.72 -0.2512
C 1.1895 2.1343 -4.4809 0.77 -0.16 1.36 -0.7790
C 2.5199 2.5468 -4.2588 -0.90 -1.52 0.94 -0.2374
C 3.2396 1.8209 -3.2574 1.30 2.10 -0.19 -0.6804
C 2.6713 0.8040 -2.4919 1.67 1.67 -0.20 1.1843
F 3.3418 0.3034 -1.4379 0.41 -0.12 -0.26 -0.3016
H 1.2700 -3.2191 -3.6968 0.92 0.53 0.32 0.3904
H 2.9847 -2.6371 -3.0554 -2.02 0.13 -0.38 0.2603
H 1.9109 -1.5155 -4.0948 -0.06 -1.72 1.51 0.3459
H -2.3910 -0.5042 0.8141 1.30 -0.95 -1.22 0.3511
H -2.3970 -2.2564 0.8086 0.84 0.04 -0.07 0.6159
H -0.1416 -1.4336 2.3649 -1.14 0.39 -0.05 0.2342
H -1.8833 -3.1382 2.8962 0.31 -1.63 -0.72 0.2145
H -1.5602 -2.2109 4.1662 0.65 0.13 1.31 0.2261
H 0.3135 1.1180 2.1647 0.10 -0.36 0.23 0.3027
H 0.0184 3.2900 3.4639 -0.51 -1.46 -0.74 0.2287
H -1.8629 3.7806 4.7193 -0.08 -0.72 0.04 0.3597
H -3.7146 1.8453 5.0159 0.81 0.63 -0.37 0.2887
H -3.4292 -0.2235 3.9125 -0.15 -0.57 0.23 0.4222
H -0.3888 0.9295 -3.6739 -0.72 -0.25 0.00 0.4447
H 0.6571 2.7048 -5.2651 -0.27 -0.81 0.80 0.3373
H 2.8789 3.4520 -4.7826 0.24 -0.91 0.44 0.3568
H 4.2333 2.2783 -2.9678 -1.09 -1.10 -0.25 0.2976
```
Forces are in eV/Å.

- ΔE to the lowest compared entry with this formula, charge and spin: 86.1 kcal per mole
- HOMO level: -8.803 eV
- Max |F|: 6.6 eV/Å
- SMILES string: Cc1oc(=O)n(C[C@H](N)c2ccccc2)c(=O)c1-c1ccccc1F

C19H17IN7Os | ωB97M-V/def2-TZVPD

XYZ file:
```
45
Properties=species:S:1:pos:R:3:forces:R:3:mulliken_charge:R:1
Os 0.7368 0.1276 0.2655 -0.13 0.04 0.11 1.1093
I 0.7791 0.0852 -2.6287 0.09 0.12 -0.13 0.1508
C -0.5449 -1.5181 -2.5322 -0.05 -0.05 0.12 0.5701
C -0.8953 -2.1413 -3.7248 0.02 0.04 0.09 -0.7159
C -1.8148 -3.1789 -3.6989 -0.05 -0.08 -0.07 -0.6688
C -2.3844 -3.5805 -2.4963 0.01 -0.01 -0.06 -0.7685
C -2.0323 -2.9526 -1.2935 0.10 0.15 0.08 0.8875
C -2.6355 -3.3434 -0.0827 0.01 0.00 0.01 -0.6875
C -2.3095 -2.7071 1.1208 -0.09 -0.09 0.02 -0.9039
C -1.3746 -1.6978 1.1336 0.07 0.04 -0.17 -0.6292
C -0.7142 -1.2698 -0.0539 0.15 0.05 0.30 -0.4989
C -1.0679 -1.8918 -1.2829 -0.21 -0.20 -0.24 1.1992
H -0.4693 -1.8250 -4.6680 0.01 0.02 0.01 0.4163
H -2.0936 -3.6684 -4.6228 0.00 0.00 0.01 0.4496
H -3.1107 -4.3840 -2.4867 0.00 0.00 0.02 0.4873
H -3.3667 -4.1431 -0.0848 0.00 0.00 -0.03 0.4897
H -2.7972 -3.0213 2.0345 0.03 0.03 0.02 0.4809
H -1.1338 -1.2257 2.0811 -0.01 -0.02 0.00 0.4846
N 3.7671 -2.7322 0.8417 0.15 0.02 0.03 0.1553
C 2.4771 -2.5452 0.6474 -0.18 0.16 -0.07 -0.1806
N 2.2747 -1.2292 0.5023 -0.09 -0.19 0.02 -0.2284
C 3.5294 -0.6835 0.6344 0.24 0.08 0.01 0.0086
N 4.4578 -1.5686 0.8360 -0.14 -0.12 0.00 -0.5510
C 3.6756 0.7634 0.5381 -0.07 0.02 -0.01 0.8488
C 4.8778 1.4453 0.6233 0.11 0.07 0.01 -0.2963
N 4.9259 2.7695 0.5230 -0.16 -0.09 -0.01 -0.4245
C 3.7806 3.4140 0.3379 0.15 0.16 0.00 -0.3499
C 2.5629 2.7529 0.2456 -0.10 -0.24 0.00 -0.1373
N 2.5107 1.4190 0.3498 0.04 0.16 0.00 -0.1584
H 4.2614 -3.6045 0.9954 0.00 0.00 -0.01 0.2158
H 1.7236 -3.3155 0.6149 0.06 -0.04 0.01 0.5226
H 5.8111 0.9149 0.7733 -0.01 -0.02 0.00 0.4736
H 3.8287 4.4931 0.2571 -0.02 0.00 -0.01 0.3951
H 1.6307 3.2754 0.0835 0.02 0.04 0.01 0.4126
C -2.0528 4.4785 1.7300 -0.02 0.01 0.05 -0.8329
N -2.3982 3.1303 1.2225 0.08 -0.04 -0.05 -0.0302
C -3.8310 2.7880 1.0753 -0.02 0.03 -0.03 -0.8344
C -1.4889 2.2972 0.8995 -0.04 0.08 0.08 0.7973
N -0.6481 1.5369 0.6044 0.07 -0.08 -0.16 -0.6425
H -2.4937 4.5978 2.7177 0.00 0.00 0.00 0.3376
H -2.4585 5.2251 1.0506 0.00 -0.01 -0.02 0.3472
H -0.9736 4.5790 1.7968 0.00 0.01 0.00 0.3128
H -4.3134 2.8873 2.0453 0.01 -0.01 0.01 0.3504
H -3.9265 1.7694 0.7106 -0.01 -0.01 0.01 0.2941
H -4.2816 3.4780 0.3646 0.00 0.01 0.00 0.3422
```
Forces are in eV/Å.

- ΔE to the lowest compared entry with this formula, charge and spin: 0.0 kcal per mole
- Total charge: +3
- HOMO level (alpha / beta): -17.607 / -18.295 eV
- Max |F|: 0.4 eV/Å
- 2S+1: 5

C19H17IN7S3Sn | ωB97M-V/def2-TZVPD

XYZ file:
```
48
Properties=species:S:1:pos:R:3:forces:R:3:mulliken_charge:R:1
Sn 0.0515 0.2972 0.2259 -0.05 0.25 -0.31 0.8404
C -3.8250 -4.1370 1.8351 0.03 -0.07 0.05 -0.9486
C -4.0054 -3.0595 0.7805 0.03 0.09 -0.13 -0.6596
N -2.8891 -2.9857 -0.1615 0.08 -0.04 0.14 -0.1571
C -1.7450 -2.3083 0.0001 -0.14 -0.03 -0.19 0.5458
S -1.6476 -1.1731 1.3479 0.07 -0.12 0.08 -0.4625
N -0.7898 -2.5660 -0.8768 0.09 0.37 0.24 -1.2289
N 0.3009 -1.7618 -0.7018 -0.28 -0.36 0.09 0.8158
C 1.4313 -2.1666 -1.1475 0.40 0.12 -0.02 0.6561
C 1.5949 -3.4581 -1.8723 -0.01 0.01 -0.01 -1.4634
C 2.5783 -1.2816 -0.8138 -0.24 -0.14 -0.10 0.4730
C 3.8271 -1.3986 -1.4026 0.12 0.01 -0.01 -0.7767
C 4.8444 -0.5469 -1.0001 0.03 -0.04 -0.05 -0.3993
C 4.5934 0.4076 -0.0281 -0.02 0.01 0.02 -0.7504
C 3.3157 0.4881 0.4919 0.02 -0.04 0.00 -0.0285
N 2.3393 -0.3419 0.1171 -0.03 0.19 0.23 -0.1135
H -4.6402 -4.1028 2.5586 0.00 0.01 -0.04 0.3638
H -2.8869 -3.9953 2.3742 -0.02 0.01 0.00 0.2570
H -3.8172 -5.1308 1.3861 0.03 0.00 0.00 0.3237
H -4.1261 -2.0815 1.2410 0.03 0.03 0.00 0.3318
H -4.9000 -3.2348 0.1841 -0.03 -0.04 0.03 0.3526
H -2.8441 -3.6764 -0.8976 -0.06 0.01 -0.02 0.2675
H 1.0789 -4.2425 -1.3189 -0.01 0.00 0.00 0.3808
H 2.6382 -3.7330 -1.9943 -0.01 0.00 0.00 0.4370
H 1.1174 -3.4047 -2.8526 0.00 0.01 0.00 0.3134
H 4.0036 -2.1363 -2.1709 -0.01 0.00 0.01 0.3219
H 5.8266 -0.6270 -1.4476 -0.02 -0.01 0.01 0.4512
H 5.3640 1.0807 0.3193 -0.01 -0.01 -0.01 0.4258
H 3.0594 1.2328 1.2368 -0.04 -0.04 0.00 0.4619
S -2.4944 1.5309 -1.8867 -0.08 0.02 -0.01 -0.0251
C -1.1794 1.7288 -2.9565 -0.13 -0.02 0.05 0.0539
S 0.3140 1.3310 -3.2995 0.13 -0.03 -0.03 -0.1877
C -2.3439 2.5354 -3.4350 -0.05 0.06 -0.09 0.6902
C -3.0620 2.0531 -4.6000 0.06 0.11 0.08 0.0772
N -3.6153 1.6495 -5.5205 0.03 0.01 0.06 -0.3296
C -2.2836 3.9736 -3.2469 0.02 -0.11 -0.06 0.0160
N -2.1974 5.1039 -3.0685 -0.01 -0.08 0.00 -0.3243
I -0.5546 0.7712 4.4259 -0.02 -0.07 0.06 0.1207
C 0.1720 2.4664 3.4588 0.04 0.01 0.06 -0.1417
C 0.3137 3.6559 4.1605 0.01 0.02 -0.07 -0.4767
C 0.8123 4.7515 3.4769 0.00 0.04 0.04 -0.2307
C 1.1442 4.6267 2.1349 -0.01 -0.01 -0.01 -0.8759
C 0.9589 3.3996 1.5303 -0.09 -0.01 0.01 -0.0636
N 0.4826 2.3303 2.1799 0.17 -0.08 -0.11 -0.0014
H 0.0408 3.7170 5.2036 0.00 -0.01 -0.01 0.4024
H 0.9371 5.6971 3.9882 0.00 -0.01 0.00 0.4016
H 1.5279 5.4623 1.5667 0.00 -0.01 0.02 0.4080
H 1.1788 3.2597 0.4756 0.01 -0.03 0.01 0.4557
```
Forces are in eV/Å.

- Total charge: +1
- HOMO level: -11.194 eV
- Max |F|: 0.5 eV/Å

C19H17N5O2 | ωB97M-V/def2-TZVPD

XYZ file:
```
43
Properties=species:S:1:pos:R:3:forces:R:3:mulliken_charge:R:1
C -7.5325 -1.8716 -0.1309 -2.22 -1.31 0.97 -1.2415
C -6.0522 -1.3052 -0.1057 -7.10 -9.33 1.91 0.5955
C -4.9986 -1.9385 0.4078 -8.53 -8.43 2.18 -0.4327
C -3.8326 -1.5235 0.5151 4.61 -0.06 0.52 -1.0442
C -3.6209 -0.3656 -0.0376 1.30 8.64 -0.27 0.9079
C -4.7441 0.4700 -0.3801 1.87 2.07 -1.85 -0.4063
C -6.0358 -0.1274 -0.3722 2.09 15.42 -6.79 -0.1642
H -6.7684 0.6051 -1.0896 1.20 -2.48 2.77 0.1475
H -4.5509 1.5826 -0.8763 -0.44 -3.24 1.74 0.1791
N -2.3348 0.3291 0.2282 -5.17 3.34 -4.60 0.4434
C -1.8547 1.6254 -0.4601 -0.79 -4.48 -2.31 -0.0315
O -2.4631 2.1801 -1.4309 2.31 -1.28 3.95 -0.6841
C -0.4006 1.3208 -0.1011 -0.20 6.97 -2.62 0.3106
C -0.2572 0.6442 1.0357 -0.97 -5.29 0.17 0.4725
N -1.4354 -0.1795 0.9543 2.59 -3.49 7.92 -0.5479
H -1.8015 -0.7014 2.0259 1.16 2.31 -3.78 0.3680
C 0.8786 0.0913 1.9739 0.55 12.52 -9.69 -1.7750
H 1.5183 -0.4761 1.5295 3.95 -3.40 -2.64 0.3718
H 0.5752 -0.1065 2.7673 -5.31 -4.24 12.43 0.8429
H 1.3458 1.2125 2.2944 -0.30 -3.08 -1.07 0.2777
C 0.4192 2.5069 -0.6074 -0.13 -4.99 3.02 -0.3048
N 1.6110 2.6830 -0.3700 4.57 0.49 -0.52 -0.5679
C 2.6370 1.7305 -0.1506 0.19 1.49 1.22 0.2251
C 2.5447 0.4125 -0.6603 -1.59 -1.35 -6.54 -0.2222
C 3.6469 -0.3356 -0.8296 3.47 -4.26 5.06 0.1679
C 4.7817 -0.1473 0.2750 -4.99 -5.01 -8.64 0.4560
C 4.7454 0.8779 0.9063 -0.08 15.70 7.29 -0.5269
C 3.7475 2.1132 0.6069 0.03 -8.57 -2.48 -0.6387
H 3.6300 2.8930 1.2057 0.36 3.63 2.30 0.5651
H 5.5759 1.2911 1.6437 -1.62 -1.54 -1.34 0.1534
N 5.5585 -1.1491 0.2723 4.10 -5.30 -0.18 -0.1584
C 5.0501 -2.2886 -0.6237 2.05 3.12 3.73 0.2123
O 5.6156 -3.3039 -0.6700 1.60 -3.21 -0.80 -0.5340
N 3.8837 -1.9113 -1.0625 -2.39 6.62 0.02 -0.1035
H 3.3261 -2.3631 -1.7057 -0.86 -1.43 -1.51 0.1812
H 6.4511 -1.1196 0.8728 -1.98 -0.78 -1.71 0.2664
H 1.8310 0.1208 -1.6815 0.97 1.12 3.47 0.0826
H -0.0629 3.3628 -0.7124 -2.91 3.54 -1.32 0.5671
H -3.1064 -2.0575 0.9522 2.61 -1.94 1.49 0.7004
H -5.4443 -2.9137 0.8655 1.84 1.17 -0.63 0.0655
H -7.5159 -2.9935 0.2439 -0.30 2.18 -0.84 0.3061
H -8.4149 -1.2480 0.6589 3.12 -1.78 -2.40 0.2289
H -8.0413 -1.8394 -1.2104 1.34 -0.05 2.37 0.2886
```
Forces are in eV/Å.

- ΔE to the lowest compared entry with this formula, charge and spin: 402.5 kcal per mole
- HOMO level: -7.806 eV
- Max |F|: 17.3 eV/Å